[1]
ORCA calculation (ωB97M-V/def2-TZVPD) on 6 unconnected molecules or ions with the total composition C16H32Cl12N.

Results
Charge = -1
Energy = -6205.86026 a.u.

Last column: natural (NBO) charge in e.
Positions of all 61 atoms, in Å:
C -6.6289 -0.3604 -1.7817  -0.646
C -5.9075 0.9539 -2.5027  -0.408
C -4.4692 1.3712 -1.7618  -0.245
N -3.5078 0.2192 -1.6124  -0.799
C -2.1728 0.4695 -2.2707  -0.035
Cl -1.3133 2.0312 -1.7690  -0.213
C -2.4136 0.3188 -3.9081  -0.206
C -2.9194 -1.2597 -4.1159  -0.632
Cl -0.8948 0.6860 -4.9174  -0.164
H -7.0004 -0.0594 -0.6939  0.201
H -7.5405 -0.6736 -2.4671  0.189
H -5.8409 -1.2299 -1.7779  0.234
H -5.7610 0.8031 -3.6745  0.178
H -6.6235 1.9036 -2.4028  0.177
H -4.0698 2.2934 -2.3588  0.172
H -4.7848 1.6956 -0.6599  0.155
H -1.4384 -0.4242 -1.9813  0.182
H -3.2985 0.9929 -4.2904  0.221
H -2.7620 -1.6350 -5.2150  0.200
H -2.3214 -1.9749 -3.3834  0.213
H -4.0693 -1.2868 -3.8910  0.239
Cl 2.3594 -1.1882 0.5970  -0.078
C 2.0150 0.4619 0.0207  -0.392
C 3.0334 1.4711 0.5255  -0.385
Cl 2.9070 1.7340 2.2830  -0.064
H 0.9992 0.7247 0.3316  0.247
H 2.0375 0.4262 -1.0724  0.231
H 2.8644 2.4408 0.0479  0.224
H 4.0576 1.1561 0.3027  0.216
Cl 2.7965 -4.9704 5.9303  -0.076
C 2.8857 -3.5281 4.8886  -0.394
C 3.4963 -3.8367 3.5312  -0.388
Cl 5.2296 -4.2320 3.6463  -0.080
H 3.4548 -2.7598 5.4209  0.230
H 1.8614 -3.1658 4.7617  0.239
H 3.4142 -2.9621 2.8789  0.242
H 2.9893 -4.6744 3.0422  0.225
Cl -2.5228 5.3111 -3.5038  -0.068
C -1.0154 4.5552 -4.0779  -0.397
C -0.2241 5.4749 -4.9936  -0.383
Cl -1.0418 5.7379 -6.5544  -0.075
H -1.2752 3.6164 -4.5767  0.246
H -0.4234 4.3159 -3.1898  0.237
H 0.7494 5.0286 -5.2181  0.219
H -0.0518 6.4523 -4.5322  0.214
Cl 5.4786 -0.6636 6.1829  -0.061
C 6.9860 -1.4195 5.6087  -0.396
C 7.7773 -0.4998 4.6930  -0.390
Cl 6.9595 -0.2368 3.1322  -0.051
H 6.7262 -2.3583 5.1099  0.239
H 7.5780 -1.6588 6.4968  0.217
H 8.7508 -0.9460 4.4685  0.219
H 7.9495 0.4776 5.1544  0.220
Cl -0.8493 -0.0503 2.6861  -0.073
C -1.7198 -1.2131 1.6550  -0.393
C -1.7717 -2.6014 2.2719  -0.380
Cl -0.1695 -3.3793 2.3158  -0.083
H -1.2348 -1.2261 0.6741  0.235
H -2.7345 -0.8250 1.5275  0.251
H -2.4213 -3.2493 1.6758  0.226
H -2.1634 -2.5742 3.2934  0.216



[2]
ORCA calculation (ωB97M-V/def2-TZVPD) on a molecular structure, C27H28CrN2Si.

Results
Charge = 0
2S+1 = 5
Energy relative to the best compared isomer or geometry (same formula, charge and spin) = 335.1 kJ/mol
<S²> = 6.1195

Last column: Mulliken spin population.
Positions of all 59 atoms, in Å:
C -1.5393 0.3021 -0.5955  0.008
C -0.9810 -0.5800 -1.5562  -0.049
C -0.4966 -1.7371 -0.8699  -0.016
H -0.9608 -0.4483 -2.6396  -0.002
C -0.8303 -1.6060 0.5200  -0.005
C -1.4355 -0.3052 0.6908  -0.026
H -1.8279 0.0734 1.6344  0.001
H -2.0811 1.2168 -0.8163  0.011
H -0.0567 -2.6263 -1.3295  -0.003
H -0.8124 -2.4125 1.2623  0.001
Cr 0.6557 -0.0464 0.0910  3.174
C 2.9707 0.7603 -0.4368  0.083
H 3.4054 -0.2551 -0.3601  -0.004
H 2.6182 1.1334 0.5440  -0.031
H 3.8724 1.4053 -0.6556  0.043
Si 1.8889 1.1777 -2.2895  -0.089
C 1.9896 3.0699 -2.4841  0.009
C 0.9076 3.4954 -3.2893  -0.006
H 0.2450 2.7783 -3.7679  -0.005
C 0.5825 4.8364 -3.4649  0.001
H -0.3084 5.0869 -4.0484  0.000
C 1.3443 5.8241 -2.8252  -0.002
H 0.9987 6.8653 -2.8462  0.000
C 2.4942 5.4378 -2.1116  0.000
H 3.0836 6.2289 -1.6317  -0.001
C 2.8402 4.0748 -1.9670  0.004
H 3.7650 3.8323 -1.4385  -0.001
C 2.4632 0.1566 -3.7022  0.010
C 2.1968 0.6709 -4.9819  0.004
H 2.1623 1.7516 -5.1333  0.001
C 1.9018 -0.2076 -6.0300  -0.001
H 1.6918 0.1987 -7.0265  0.000
C 1.9033 -1.5976 -5.7993  0.000
H 1.6442 -2.2819 -6.6162  0.000
C 2.1777 -2.1089 -4.5208  0.000
H 2.2033 -3.1897 -4.3466  0.000
C 2.4280 -1.2266 -3.4660  -0.006
H 2.5583 -1.6293 -2.4623  0.009
H 1.3357 -0.3496 -1.4162  -0.062
H 0.5616 1.0847 -2.9456  0.022
N 1.7087 -0.8483 1.6524  -0.015
C 1.2857 -0.0831 2.8178  -0.003
C 1.1644 -0.7138 4.0308  0.145
C 0.6948 0.0605 5.1044  -0.052
C 0.3807 1.3952 4.9588  0.141
C 0.4408 2.0465 3.6917  -0.102
C 0.0671 3.3612 3.3858  0.371
C 0.0206 3.7932 2.0655  -0.051
C 0.2697 2.9064 1.0213  0.223
N 0.6726 1.6484 1.2962  0.039
C 0.8685 1.2477 2.6028  0.083
H 2.7166 -0.7731 1.4775  0.006
H 1.6232 -1.8644 1.7602  0.009
H 1.3920 -1.7797 4.1757  0.022
H 0.5789 -0.3985 6.0815  0.003
H 0.0603 2.0133 5.7957  0.004
H -0.1919 4.0191 4.1961  0.020
H -0.2563 4.8163 1.8106  0.001
H 0.1622 3.1738 -0.0258  0.082



[3]
ORCA calculation (ωB97M-V/def2-TZVPD) on a molecular structure, C59H78BrNO2P2RbSbSi.

Results
Charge = -2
Energy relative to the best compared isomer or geometry (same formula, charge and spin) = 0.0 kJ/mol

Last column: Mulliken charge in e.
Positions of all 146 atoms, in Å:
Rb 1.8141 0.3405 0.7071  1.810
C 1.3098 -4.5372 0.9053  -2.046
Si 0.3904 -2.8317 0.6490  0.379
C -1.0453 -3.0741 1.9502  1.117
C -0.8371 -3.9865 3.0007  -0.816
C -1.6845 -4.0869 4.0924  -1.042
C -2.8081 -3.2777 4.1727  -1.242
C -3.0461 -2.3666 3.1554  -0.616
C -2.1823 -2.2363 2.0652  0.472
P -2.4063 -0.9572 0.7630  0.325
C -4.0461 -1.3925 -0.0155  0.016
C -5.2284 -1.8748 0.8269  -1.099
C -6.5126 -1.8961 -0.0237  -0.956
C -6.2290 -2.2435 -1.4937  -0.875
C -5.0240 -3.1729 -1.5817  -1.116
C -3.7560 -2.4554 -1.0915  0.875
C -2.6999 0.6529 1.6663  0.776
C -2.6681 1.7665 0.5916  -0.213
C -3.2963 3.0596 1.1030  -0.299
C -4.7936 2.8821 1.3906  -1.091
C -5.1053 1.4593 1.8749  -0.423
C -3.9041 0.8623 2.6059  -0.921
C -0.3495 -3.3546 -1.0864  0.954
C -1.0981 -4.5316 -1.2047  -0.239
C -1.5624 -5.0047 -2.4209  -0.726
C -1.2786 -4.2971 -3.5821  -1.184
C -0.5130 -3.1450 -3.5053  0.039
C -0.0327 -2.6697 -2.2805  -0.099
P 0.9432 -1.1188 -2.1087  -0.190
C 0.4240 -0.0192 -3.5292  0.454
C 0.6658 -0.3223 -5.0335  -0.608
C -0.5724 -0.0626 -5.8944  -0.936
C -1.1481 1.3226 -5.6111  -0.862
C -1.5308 1.4863 -4.1217  -0.922
C -1.0575 0.3076 -3.2737  -0.732
C 2.7770 -1.4879 -2.3214  2.788
C 3.2401 -2.7653 -1.6058  -0.777
C 3.1091 -4.0269 -2.4535  -0.049
C 3.8610 -3.8686 -3.7716  -1.347
C 3.3329 -2.6534 -4.5291  -0.377
C 3.4614 -1.3837 -3.6880  -1.211
H 0.6178 -5.3681 1.0917  0.582
H 1.8700 -4.7898 0.0024  0.440
H 2.0262 -4.5014 1.7310  0.338
H 0.0279 -4.6382 2.9661  0.300
H -1.4707 -4.8040 4.8782  0.382
H -3.4857 -3.3444 5.0158  0.406
H -3.9239 -1.7372 3.2326  0.175
H -4.3405 -0.4614 -0.5159  0.396
H -5.0031 -2.8760 1.2028  0.510
H -5.3948 -1.2465 1.7011  0.265
H -7.2132 -2.6235 0.3981  0.436
H -7.0041 -0.9201 0.0365  0.266
H -7.1129 -2.6934 -1.9537  0.519
H -6.0127 -1.3325 -2.0603  0.295
H -5.2177 -4.0582 -0.9668  0.372
H -4.8750 -3.5316 -2.6027  0.576
H -3.0612 -3.1893 -0.6832  -0.533
H -3.2337 -1.9867 -1.9297  -0.193
H -1.7900 0.7530 2.2703  -0.021
H -1.6364 1.9392 0.2793  -0.160
H -3.2088 1.4439 -0.3074  0.403
H -2.7715 3.3690 2.0126  -0.234
H -3.1464 3.8627 0.3822  0.426
H -5.1085 3.6118 2.1420  0.344
H -5.3735 3.0955 0.4873  0.370
H -5.9864 1.4572 2.5230  0.540
H -5.3544 0.8314 1.0182  -0.140
H -3.6060 1.5580 3.3983  0.450
H -4.1799 -0.0606 3.1190  0.352
H -1.3360 -5.0863 -0.3010  0.189
H -2.1517 -5.9149 -2.4663  0.319
H -1.6402 -4.6457 -4.5433  0.369
H -0.2892 -2.6141 -4.4210  0.255
H 0.9796 0.8977 -3.2877  0.588
H 1.4672 0.3259 -5.4000  0.508
H 1.0161 -1.3391 -5.1950  -0.519
H -0.3046 -0.1500 -6.9516  0.573
H -1.3327 -0.8265 -5.7026  0.208
H -0.3949 2.0675 -5.8856  0.359
H -2.0129 1.5096 -6.2526  0.418
H -1.0867 2.4024 -3.7230  0.253
H -2.6131 1.5984 -4.0154  0.475
H -1.2094 0.5243 -2.2153  0.254
H -1.6648 -0.5786 -3.4823  0.060
H 3.1904 -0.6891 -1.6989  -1.839
H 4.2944 -2.6107 -1.3483  0.779
H 2.7112 -2.8757 -0.6589  -0.230
H 3.4918 -4.8845 -1.8927  0.487
H 2.0545 -4.2312 -2.6642  -0.061
H 4.9286 -3.7283 -3.5654  0.423
H 3.7635 -4.7713 -4.3834  0.529
H 3.8672 -2.5252 -5.4760  0.309
H 2.2825 -2.8417 -4.7761  0.072
H 4.5244 -1.2026 -3.4875  0.596
H 3.1037 -0.5139 -4.2405  0.318
N 1.1517 0.4417 3.4134  0.394
C 1.1056 0.8783 4.7356  -0.050
C 0.1567 0.3632 5.6171  -0.945
C 0.0620 0.8493 6.9121  -0.531
C 0.9148 1.8549 7.3433  -0.847
C 1.8726 2.3526 6.4667  -0.360
C 1.9934 1.8869 5.1637  0.214
C 3.0941 2.3422 4.2593  0.600
C 4.4032 2.2058 4.7378  -0.595
C 5.4885 2.4616 3.9124  -0.896
C 5.2612 2.8458 2.5973  -0.988
C 3.9551 3.0166 2.1579  0.338
C 2.8248 2.7951 2.9524  -0.878
H 0.9227 -0.5342 3.2585  -0.170
H 2.0142 0.7368 2.9727  0.314
H -0.5145 -0.4158 5.2703  0.576
H -0.6877 0.4434 7.5814  0.387
H 0.8396 2.2466 8.3505  0.349
H 2.5512 3.1324 6.7951  0.442
H 4.5689 1.8543 5.7525  0.407
H 6.4986 2.3226 4.2815  0.330
H 6.0932 2.9940 1.9167  0.417
H 3.8117 3.3400 1.1246  0.212
Br 4.4543 6.2061 -3.2961  -0.274
C 4.6337 4.4711 -2.5211  0.021
C 3.4964 3.7495 -2.2088  -0.809
C 3.6428 2.4961 -1.6282  0.279
C 4.9004 1.9556 -1.3790  0.622
C 6.0211 2.6986 -1.7325  -0.419
C 5.9006 3.9643 -2.2884  -0.567
C 5.0792 0.5764 -0.7295  -0.120
O 6.0423 -0.0924 -1.1309  -0.839
O 4.2075 0.2792 0.1271  -0.712
H 2.5129 4.1617 -2.3927  0.530
H 2.7495 1.9388 -1.3733  0.179
H 6.9962 2.2601 -1.5633  0.462
H 6.7756 4.5490 -2.5399  0.407
C 1.9175 5.4921 1.7314  -1.456
Sb 0.8853 3.6193 1.4337  1.014
C -0.4071 4.8193 -0.0326  -1.600
C -0.4072 3.9191 3.1323  -1.448
H 1.1568 6.2700 1.8174  0.493
H 2.5665 5.7246 0.8863  0.307
H 2.5137 5.4399 2.6395  0.427
H -1.0857 5.5582 0.4098  0.382
H -0.9857 4.1532 -0.6775  0.194
H 0.3073 5.3563 -0.6678  0.507
H -1.0861 4.7473 2.9258  0.460
H 0.2266 4.1576 3.9858  0.559
H -0.9785 3.0209 3.3727  0.133



[4]
ORCA calculation (ωB97M-V/def2-TZVPD) on a molecular structure, C9H26CoGeI2N3.

Results
Charge = +1
2S+1 = 2
Energy relative to the best compared isomer or geometry (same formula, charge and spin) = 0.0 kJ/mol
<S²> = 0.7835

Last column: Mulliken spin population.
Positions of all 42 atoms, in Å:
Co 0.8200 0.3803 0.4958  1.067
N -0.5684 -0.6495 1.7371  0.022
C -1.3247 0.2660 2.6046  -0.008
C -0.4029 1.3993 3.0088  0.006
N 0.2743 1.9799 1.8342  -0.007
C -0.5254 2.9816 1.1004  0.006
C -1.3577 2.3458 0.0033  -0.009
N -0.4804 1.4699 -0.7829  0.019
H -1.1778 -1.2448 1.1856  -0.001
H -0.0031 -1.2751 2.3034  0.000
H -1.7144 -0.2267 3.4968  0.001
H -2.1810 0.6418 2.0495  0.000
H 0.3733 1.0106 3.6717  0.000
H -0.9605 2.1592 3.5632  0.000
H 1.1165 2.4392 2.1629  0.000
H 0.1725 3.6891 0.6477  -0.001
H -1.1718 3.5482 1.7768  0.000
H -1.8156 3.1316 -0.6004  0.001
H -2.1655 1.7435 0.4120  0.000
H 0.1131 2.0301 -1.3878  0.000
H -1.0013 0.8591 -1.4010  -0.001
I 3.1038 -0.1513 2.2337  0.009
C 4.2248 0.6607 0.6291  -0.004
I 3.0859 2.0350 -0.5107  0.010
H 4.5121 -0.1561 -0.0197  0.000
H 5.0759 1.1850 1.0427  0.001
C 0.2412 -3.6502 -2.3919  -0.005
Ge -0.2723 -1.8700 -1.7884  0.005
C -1.9967 -2.0572 -0.8582  -0.001
C -0.6001 -0.7493 -3.3671  -0.001
C 1.1568 -1.1321 -0.6898  -0.114
H -0.4986 -4.0387 -3.0939  -0.001
H 0.3059 -4.3350 -1.5452  0.000
H 1.2107 -3.6241 -2.8901  0.000
H -2.7041 -2.5165 -1.5510  0.000
H -2.4262 -1.0993 -0.5474  0.000
H -1.9232 -2.7225 0.0062  0.000
H -1.0904 -1.3553 -4.1303  0.000
H 0.3363 -0.3747 -3.7837  0.000
H -1.2583 0.1011 -3.1729  0.000
H 1.9604 -0.8834 -1.3973  -0.002
H 1.5368 -1.9450 -0.0558  0.006



[5]
ORCA calculation (ωB97M-V/def2-TZVPD) on a molecular structure, FH16O8Pb.

Results
Charge = +1
Energy = -903.84190 a.u.

Last column: natural (NBO) charge in e.
Positions of all 26 atoms, in Å:
Pb 0.2179 -0.0764 0.4204  1.734
F 2.2381 1.5413 2.8944  -0.796
O -1.7340 3.1727 1.1572  -0.960
H -2.4420 3.3773 1.7681  0.484
H -1.6755 3.9424 0.5912  0.483
O 2.3867 3.6604 -0.2842  -0.955
H 3.1602 3.5277 -0.8323  0.470
H 2.6481 3.3437 0.5804  0.492
O -1.6706 1.0792 -2.8780  -0.958
H -2.4949 0.6003 -2.9630  0.475
H -1.8324 1.9150 -3.3156  0.489
O -1.3166 -1.2258 3.5135  -0.965
H -1.6811 -2.1109 3.5175  0.478
H -1.4285 -0.9161 4.4122  0.497
O 2.8601 -2.3232 1.7850  -0.964
H 3.7029 -1.8701 1.7597  0.489
H 3.0844 -3.2380 1.9554  0.483
O 2.5492 0.2270 -2.5620  -0.963
H 2.0016 0.2966 -3.3439  0.481
H 3.4327 0.0807 -2.9000  0.489
O -3.5302 -1.2085 0.0218  -0.954
H -3.9561 -1.8711 0.5658  0.485
H -3.8787 -1.3592 -0.8569  0.476
O -0.2664 -3.2606 -1.3832  -0.965
H 0.4993 -3.8139 -1.5375  0.487
H -0.8742 -3.4905 -2.0860  0.486



[6]
ORCA calculation (ωB97M-V/def2-TZVPD) on a molecular structure, C9H11GaNO4S.

Results
Charge = 0
2S+1 = 2
Energy relative to the best compared isomer or geometry (same formula, charge and spin) = 0.0 kJ/mol
<S²> = 0.7710

Last column: Mulliken spin population.
Positions of all 27 atoms, in Å:
Ga -2.2823 -13.2479 -3.6622  0.008
O -2.7750 -11.6269 -2.8481  0.028
N -2.8906 -10.6330 -3.7510  0.267
C -3.2925 -9.4621 -3.1988  0.197
C -3.3308 -8.2858 -3.9432  -0.107
C -3.1034 -8.2897 -5.3301  0.393
C -2.9414 -9.5587 -5.8929  -0.131
C -2.7986 -10.7455 -5.1229  0.268
S -2.3848 -12.3314 -5.7343  0.021
H -3.4989 -9.5406 -2.1170  0.031
H -3.5210 -7.3546 -3.3896  -0.003
H -3.0611 -7.4297 -5.9399  0.042
H -2.9248 -9.7118 -6.9541  -0.012
C -3.7497 -15.8573 -0.5397  0.000
C -3.1008 -15.5806 -1.8533  0.001
C -2.8174 -16.8129 -2.7046  0.000
O -3.8101 -14.5936 -2.6572  -0.004
C -1.5777 -14.9947 -1.5101  -0.001
O -0.8406 -15.5774 -0.7545  0.000
O -1.2496 -13.9047 -2.2040  0.001
H -4.7489 -16.2697 -0.6847  0.000
H -3.9212 -14.9632 0.0575  0.000
H -3.1370 -16.5881 0.0454  0.000
H -3.5903 -17.5762 -2.5693  0.000
H -1.8976 -17.2890 -2.3291  0.000
H -2.7203 -16.5680 -3.7612  0.000
H -4.4889 -15.0492 -3.1755  0.000



[7]
ORCA calculation (ωB97M-V/def2-TZVPD) on 2 unconnected molecules or ions with the total composition C2H3NO2S.

Results
Charge = 0
Energy relative to the best compared isomer or geometry (same formula, charge and spin) = 628.9 kJ/mol

Last column: natural (NBO) charge in e.
Positions of all 9 atoms, in Å:
C 1.3672 -0.3661 0.3006  -0.279
C 1.2469 0.8285 -0.2903  -0.416
N -2.2197 -0.4478 0.0666  0.528
O -2.7201 -0.5020 1.1355  -0.263
O -2.3330 -1.0030 -0.9664  -0.265
S 0.0858 2.0974 -0.0512  0.075
H 1.9927 -1.0247 -0.1539  0.190
H 0.9283 -0.7789 1.1796  0.207
H 1.6519 1.1966 -1.2204  0.224



[8]
ORCA calculation (ωB97M-V/def2-TZVPD) on a gas-phase ion, C5H5FN (charge +1).

Results
Charge = +1
SMILES = CC1=CC=[N+]=C1F
Energy relative to the best compared isomer or geometry (same formula, charge and spin) = 468.6 kJ/mol

Last column: natural (NBO) charge in e.
Positions of all 12 atoms, in Å:
C 1.2051 1.3599 0.0117  -0.696
C 0.3175 0.2127 -0.1178  0.341
C 0.4140 -1.1425 0.0195  -0.449
C -0.8350 -1.6996 -0.0530  0.355
N -1.8975 -0.7856 -0.0267  -0.526
C -1.5465 0.4181 -0.1242  0.795
F -2.1174 1.5481 -0.1401  -0.198
H 0.9976 1.5227 1.0846  0.301
H 1.1257 2.0923 -0.6972  0.280
H 2.1007 0.9700 -0.1400  0.247
H 1.3007 -1.7291 0.0298  0.283
H -1.0650 -2.7670 0.1535  0.267



Max |F| in Eh/bohr, matching the order above: 0.09059; 0.06955; 0.01919; 0.02125; 0.03897; 0.05668; 0.05862; 0.10733